# 1
ORCA calculation (ωB97M-V/def2-TZVPD) on a molecular structure, C25H33NNiOPSe2.

ORCA input file:
```
! wB97M-V def2-TZVPD RIJCOSX def2/J DEFGRID3
* xyz 1 3
Ni 0.31537 -0.16506 1.23972
N 2.01259 1.07921 0.75822
C 2.41306 1.22854 -0.62801
C 3.65904 1.73242 -0.96779
C 4.00803 1.85974 -2.30413
C 3.11532 1.48255 -3.29902
C 1.86977 0.97919 -2.95870
C 1.50999 0.85332 -1.61989
P -0.07477 0.17588 -1.05735
C -0.75608 -0.73472 -2.45765
C -0.40496 -2.07713 -2.59220
C -0.85749 -2.80560 -3.68145
C -1.66786 -2.19826 -4.63051
C -2.02540 -0.86318 -4.49543
C -1.57080 -0.12755 -3.41155
C -1.15530 1.62145 -0.81239
C -2.48650 1.37381 -0.46300
C -3.34193 2.42329 -0.17336
C -2.87072 3.73143 -0.20886
C -1.55057 3.98384 -0.54907
C -0.69287 2.93311 -0.85440
H 2.05993 1.97235 1.23844
H 2.62620 0.43529 1.26280
H 4.35572 2.01744 -0.18849
H 4.98229 2.24884 -2.56852
H 3.39227 1.57709 -4.34052
H 1.17696 0.67307 -3.73290
H 0.22479 -2.54806 -1.84560
H -0.58345 -3.84685 -3.78612
H -2.02638 -2.76761 -5.47801
H -2.65843 -0.39306 -5.23642
H -1.85120 0.91364 -3.30793
H -2.85425 0.35337 -0.44334
H -4.37666 2.22602 0.07718
H -3.53783 4.55245 0.01851
H -1.18766 5.00260 -0.59009
H 0.33321 3.13788 -1.13658
C -3.27353 -1.07538 2.23588
Se -1.48412 -1.80134 1.98618
C -0.87135 -1.70583 3.83184
C -0.96924 -0.32305 4.44795
Se 0.11230 0.99901 3.49072
C -1.25778 2.34416 3.16962
H -3.74502 -1.60170 3.06265
H -3.82979 -1.28065 1.32433
H -3.25745 -0.00451 2.41911
H 0.16245 -2.04323 3.76023
H -1.45010 -2.42193 4.41410
H -0.60809 -0.34904 5.47460
H -1.98866 0.05848 4.45994
H -1.62389 2.71631 4.12221
H -2.06579 1.93062 2.57172
H -0.78613 3.15623 2.62023
C 3.66051 -2.52856 1.51975
C 2.27521 -2.21811 0.96970
C 1.51578 -3.50276 0.66012
O 1.58220 -1.41504 1.89531
H 4.23071 -3.15363 0.82993
H 3.56286 -3.05541 2.47081
H 4.22170 -1.60965 1.70066
H 2.40239 -1.66695 0.01540
H 1.40688 -4.09725 1.57053
H 2.04158 -4.10568 -0.08336
H 0.51297 -3.28584 0.28426
*
```

Computed properties:
Energy relative to the best compared isomer or geometry (same formula, charge and spin) = 31.6 kJ/mol
HOMO energy (alpha / beta) = -10.88 / -11.14 eV
Lowest unoccupied orbital energy (alpha / beta) = -2.1 / -2.9 eV
HOMO-LUMO gap (alpha / beta) = 8.796 / 8.225 eV
M = 611.13 g mol⁻¹
Calculated total energy = -7754.7753 Eh
Strongest force on any atom = 0.15 eV/A

=====

# 2
ORCA calculation (ωB97M-V/def2-TZVPD) on a molecular structure, C5H12BiFO2 in a non-equilibrium geometry.

ORCA input file:
```
! wB97M-V def2-TZVPD RIJCOSX def2/J DEFGRID3
* xyz 2 1
F -0.52459 -1.86992 0.86343
C 2.64167 0.43541 0.04307
O 1.49708 -0.27818 0.51851
C 1.79625 -1.53075 1.13151
C 0.54457 -1.99801 1.81814
H 2.33652 1.41980 -0.33668
H 3.32531 0.55621 0.88950
H 3.12183 -0.14429 -0.75371
H 2.58929 -1.40710 1.88217
H 2.13054 -2.24038 0.36109
H 0.25747 -1.36073 2.66056
H 0.59303 -3.05085 2.10736
Bi -0.42264 -0.10736 -0.23142
C -2.91750 2.20730 -0.82977
O -2.15398 1.82904 -1.93203
C -1.70172 0.47290 -1.87283
H -3.08744 3.29052 -0.88035
H -3.89587 1.69310 -0.81475
H -2.39811 1.97888 0.12450
H -1.14865 0.30467 -2.81334
H -2.58305 -0.20026 -1.93498
*
```

Computed properties:
Energy relative to the best compared isomer or geometry (same formula, charge and spin) = 164.2 kJ/mol
HOMO energy (alpha / beta) = -16.90 / -17.20 eV
Lowest unoccupied orbital energy (alpha / beta) = -10.5 / -10.3 eV
HOMO-LUMO gap (alpha / beta) = 6.393 / 6.899 eV
M = 332.13 g mol⁻¹
Calculated total energy = -661.7785 Eh
Strongest force on any atom = 6.75 eV/A

=====

# 3
ORCA calculation (ωB97M-V/def2-TZVPD) on a molecular structure, C4H6OS2 in a non-equilibrium geometry.

ORCA input file:
```
! wB97M-V def2-TZVPD RIJCOSX def2/J DEFGRID3
* xyz 0 1
C -1.57962 -0.18322 0.30618
C -0.31019 0.50082 0.71031
C 2.08030 0.10678 -0.07435
C -0.29793 -0.56082 -0.40109
H -2.57398 0.85072 -0.95398
H -1.98201 -0.60757 1.16611
H -0.06804 0.20372 1.71942
H 2.75806 0.03398 -1.06548
H 2.89254 0.09720 0.53365
H -0.37836 -0.29737 -1.35056
O -2.77171 -0.12412 -0.37518
S 1.00268 1.48028 -0.16352
S 1.22827 -1.50039 -0.05150
*
```

Computed properties:
Energy relative to the best compared isomer or geometry (same formula, charge and spin) = 528.6 kJ/mol
HOMO energy = -8.34 eV
Lowest unoccupied orbital energy = 0.3 eV
HOMO-LUMO gap = 8.674 eV
M = 134.22 g mol⁻¹
Calculated total energy = -1027.4302 Eh
Strongest force on any atom = 8.05 eV/A

=====

# 4
ORCA calculation (ωB97M-V/def2-TZVPD) on a molecular structure, C21H30N3OS3Ti in a non-equilibrium geometry.

ORCA input file:
```
! wB97M-V def2-TZVPD RIJCOSX def2/J DEFGRID3
* xyz 1 3
Ti -0.31289 -0.37331 -0.22670
C 0.68023 -1.63307 4.89378
C 1.73347 -2.18075 4.17215
C 1.65098 -2.30994 2.79837
C 0.50064 -1.88234 2.12443
C -0.57721 -1.36580 2.86021
C -0.47785 -1.24092 4.23600
N 0.40637 -1.88652 0.73195
N 1.29481 -2.58139 0.05011
C 1.34641 -2.27953 -1.26451
C 2.12899 -3.06576 -2.12754
C 2.19057 -2.74317 -3.45892
C 1.48340 -1.62525 -3.93184
C 0.75038 -0.87897 -3.04842
N 0.66789 -1.17594 -1.73217
H 0.75626 -1.51499 5.96662
H 2.62399 -2.51345 4.68900
H 2.46653 -2.71883 2.21870
H -1.48932 -1.10880 2.34256
H -1.31633 -0.85263 4.79979
H 2.65854 -3.90815 -1.70647
H 2.77871 -3.34383 -4.13916
H 1.51483 -1.34513 -4.97461
H 0.21157 0.00273 -3.37443
C 0.41684 4.13573 -1.04258
C -0.93494 3.77023 -0.44130
S -1.08085 2.12526 0.33063
C 0.00065 2.18791 1.79430
C 1.50526 2.04153 1.57063
S 1.93416 0.66060 0.44946
C 3.14998 1.37688 -0.71844
C 2.81441 2.70409 -1.38183
S 1.12325 2.78682 -2.06070
H 1.13159 4.37904 -0.25924
H 0.30371 5.00975 -1.68196
H -1.70020 3.73309 -1.21760
H -1.24012 4.50234 0.30549
H -0.36171 1.35659 2.40223
H -0.20404 3.11537 2.33030
H 1.97564 1.82595 2.52969
H 1.94937 2.94846 1.16799
H 3.24375 0.58260 -1.46102
H 4.09209 1.45299 -0.17735
H 3.50505 2.86431 -2.20844
H 2.93569 3.53585 -0.69164
C -2.81269 -0.59133 -2.08979
C -3.13591 -0.80954 -0.60264
C -4.27484 0.11073 -0.16980
C -3.48787 -2.27612 -0.35117
O -1.97039 -0.49865 0.15359
H -3.70467 -0.70179 -2.70525
H -2.07496 -1.32773 -2.41585
H -2.41358 0.41862 -2.23098
H -5.19216 -0.14054 -0.70136
H -4.01905 1.15022 -0.37899
H -4.44388 0.00485 0.90203
H -4.32835 -2.59010 -0.96938
H -3.75112 -2.41729 0.69774
H -2.62109 -2.90100 -0.57567
*
```

Computed properties:
Energy relative to the best compared isomer or geometry (same formula, charge and spin) = 187.6 kJ/mol
HOMO energy (alpha / beta) = -9.78 / -11.17 eV
Lowest unoccupied orbital energy (alpha / beta) = -2.9 / -4.0 eV
HOMO-LUMO gap (alpha / beta) = 6.898 / 7.189 eV
M = 484.56 g mol⁻¹
Calculated total energy = -3101.5680 Eh
Strongest force on any atom = 3.49 eV/A

=====

# 5
ORCA calculation (ωB97M-V/def2-TZVPD) on a single C10H25NO6P2S molecule in a non-equilibrium geometry.

ORCA input file:
```
! wB97M-V def2-TZVPD RIJCOSX def2/J DEFGRID3
* xyz 0 1
C -1.68433 -5.10307 -0.55666
C -2.92680 -4.34478 -0.19794
O -3.16130 -4.22499 1.28467
P -2.31090 -2.96121 1.99271
N -0.58150 -3.10974 2.14117
O -2.99687 -1.41731 2.12033
C -2.50869 -0.30087 1.38486
C -1.73530 0.71598 2.30746
O -1.93131 2.01347 1.77674
C -1.04063 2.87968 2.48042
C -0.10858 3.36744 1.32860
S 1.23398 2.09231 1.04675
P 1.81874 2.69541 -0.97953
O 2.20041 4.14969 -0.95073
O 3.12723 1.70808 -1.39712
C 4.31037 1.97463 -0.73721
C 5.14363 0.71694 -0.73394
O 0.50447 2.36872 -2.02033
C 0.58299 1.19720 -2.88872
C -0.70960 1.01660 -3.60983
H -1.82605 -6.19974 -0.40707
H -1.36919 -4.83909 -1.58711
H -0.94830 -4.83030 0.13544
H -2.63409 -3.30430 -0.49551
H -3.74237 -4.88302 -0.69630
H -0.16518 -4.06420 2.04024
H -0.16786 -2.50724 2.80411
H -1.96390 -0.60508 0.47089
H -3.41886 0.12608 0.91230
H -0.64628 0.30278 2.31784
H -2.21810 0.59149 3.29252
H -1.55206 3.74242 2.82948
H -0.55990 2.37152 3.32190
H 0.41721 4.32127 1.51124
H -0.65775 3.44525 0.38003
H 4.21002 2.24198 0.35086
H 4.74204 2.73281 -1.37069
H 6.06215 0.84573 -0.15774
H 5.56190 0.52337 -1.71232
H 4.53856 -0.13905 -0.44588
H 0.88774 0.36839 -2.27240
H 1.31032 1.27877 -3.63608
H -0.63020 0.21974 -4.32121
H -0.92215 1.94987 -4.13916
H -1.53372 0.87637 -2.91710
*
```

Computed properties:
Energy relative to the best compared isomer or geometry (same formula, charge and spin) = 0.0 kJ/mol
HOMO energy = -6.17 eV
Lowest unoccupied orbital energy = -0.2 eV
HOMO-LUMO gap = 5.979 eV
M = 349.33 g mol⁻¹
Calculated total energy = -1983.0144 Eh
Strongest force on any atom = 9.96 eV/A

=====

# 6
ORCA calculation (ωB97M-V/def2-TZVPD) on a molecular structure, C13H24NO6STi in a non-equilibrium geometry.

ORCA input file:
```
! wB97M-V def2-TZVPD RIJCOSX def2/J DEFGRID3
* xyz 1 1
Ti -0.24907 -0.54761 0.38413
C 1.25738 -1.57813 -2.36742
C 2.34542 -0.65169 -1.87053
O 1.80348 0.51867 -1.29341
C 1.51452 1.62332 -2.13338
C -0.00268 1.79460 -2.22920
O -0.62272 1.48450 -0.98398
C -0.82779 2.57439 -0.09226
C -1.62726 2.00785 1.06585
O -0.89883 0.97657 1.75978
C 0.08682 1.41452 2.71977
C 1.49106 1.26472 2.12377
O 1.49917 0.19779 1.18119
C 1.36398 -1.13877 1.65325
C -1.09414 -2.15352 1.69551
O -1.77027 -0.81487 -0.48233
C -1.94195 -1.55935 -1.64226
C -0.81827 -2.59296 -1.71266
O 0.39846 -1.93574 -1.26867
H 1.71014 -2.48550 -2.77349
H 0.66910 -1.09463 -3.15343
H 3.03402 -0.41859 -2.68619
H 2.89708 -1.15129 -1.07241
H 1.95002 1.50512 -3.12827
H 1.96419 2.49958 -1.66203
H -0.42256 1.09659 -2.95400
H -0.25309 2.81024 -2.54217
H -1.41072 3.36470 -0.57247
H 0.12574 2.99278 0.24823
H -2.51594 1.51525 0.67169
H -1.92025 2.79235 1.76283
H -0.03968 0.78472 3.59753
H -0.09977 2.44872 3.00668
H 2.21978 1.08426 2.91365
H 1.79180 2.15541 1.57170
H 1.36352 -1.20911 2.73728
H 2.13844 -1.76159 1.20805
H -1.32133 -2.98646 1.02992
H -0.58218 -2.52218 2.57552
H -1.89269 -0.90027 -2.52131
H -2.90892 -2.07183 -1.66599
H -0.69470 -2.99328 -2.71825
H -0.99879 -3.41763 -1.02673
S -2.69912 -1.49335 2.21208
C -2.20826 -0.91429 3.71512
N -1.80318 -0.51402 4.71926
*
```

Computed properties:
Energy relative to the best compared isomer or geometry (same formula, charge and spin) = 144.5 kJ/mol
HOMO energy (alpha / beta) = -10.82 / -10.82 eV
Lowest unoccupied orbital energy (alpha / beta) = -2.9 / -2.9 eV
HOMO-LUMO gap (alpha / beta) = 7.940 / 7.938 eV
M = 370.27 g mol⁻¹
Calculated total energy = -2263.2805 Eh
Strongest force on any atom = 3.32 eV/A

=====

# 7
ORCA calculation (ωB97M-V/def2-TZVPD) on a single C3H5NO molecule in a non-equilibrium geometry.

ORCA input file:
```
! wB97M-V def2-TZVPD RIJCOSX def2/J DEFGRID3
* xyz 0 1
C -0.11582 1.50313 -0.48661
O -0.07783 0.72273 0.65757
C 0.05261 -0.50080 0.51837
N 0.12681 -1.51527 -0.51763
C 0.20733 -1.91038 0.83555
H -1.06444 1.94686 -0.50807
H 0.24415 0.74716 -1.18247
H 0.70671 2.18987 -0.48781
H 1.13698 -2.26547 1.42076
H -0.71294 -2.39575 1.40047
*
```

Computed properties:
Energy relative to the best compared isomer or geometry (same formula, charge and spin) = 422.1 kJ/mol
HOMO energy = -8.72 eV
Lowest unoccupied orbital energy = 0.9 eV
HOMO-LUMO gap = 9.573 eV
M = 71.08 g mol⁻¹
Calculated total energy = -247.1465 Eh
Strongest force on any atom = 9.89 eV/A

=====

# 8
ORCA calculation (ωB97M-V/def2-TZVPD) on 5 unconnected molecules or ions with the total composition C38H82N4O6 in a non-equilibrium geometry.

ORCA input file:
```
! wB97M-V def2-TZVPD RIJCOSX def2/J DEFGRID3
* xyz 0 1
C -0.38549 4.59014 0.74565
C 0.71548 5.29033 -0.04481
C 0.43280 5.03961 -1.57210
C 0.76959 6.75283 0.17252
C 1.28205 7.17912 1.55665
C 2.71750 6.67779 1.67189
C 2.72727 5.14078 1.48785
C 4.17705 4.55819 1.34555
C 2.09251 4.40140 2.67102
N 2.10392 4.79719 0.18605
O 2.03353 3.29301 0.13852
H -0.19038 3.51004 0.61199
H -0.44331 4.80397 1.81193
H -1.34497 4.83958 0.24274
H -0.51861 5.41550 -1.93443
H 1.31287 5.37917 -2.18012
H 0.40350 3.95403 -1.76245
H 1.39360 7.25470 -0.61821
H -0.21237 7.15423 -0.01235
H 1.19976 8.25494 1.52893
H 0.69344 6.79874 2.41483
H 3.14737 6.85309 2.64393
H 3.40290 7.13995 0.93469
H 4.52293 4.89442 0.39514
H 4.18074 3.47559 1.42773
H 4.88824 5.06687 2.03741
H 2.58318 4.49464 3.63340
H 1.96422 3.34618 2.36998
H 1.13457 4.81906 2.89793
H 2.51492 3.02331 -0.67240
C -2.58362 -4.47750 4.55910
C -3.40004 -4.44674 3.26044
C -2.40454 -4.74726 2.10943
C -4.47117 -5.50737 3.25953
C -5.62214 -5.20549 2.29139
C -6.22441 -3.86531 2.67508
C -5.17343 -2.71506 2.44226
C -4.88452 -2.45380 0.96708
C -5.75272 -1.40762 3.03222
N -3.98722 -3.12258 3.25349
O -2.98428 -2.17522 3.05835
H -2.04170 -5.41025 4.70557
H -1.78713 -3.75491 4.41149
H -3.16213 -4.21024 5.44460
H -1.55867 -4.03928 2.06923
H -1.95423 -5.71809 2.36566
H -2.80224 -4.82834 1.09739
H -3.98868 -6.40892 2.90428
H -4.90116 -5.65341 4.26304
H -5.21662 -5.14492 1.25541
H -6.36663 -6.02000 2.23146
H -6.47459 -3.86704 3.76472
H -7.20929 -3.66228 2.23988
H -4.12468 -3.09220 0.47657
H -4.44595 -1.46221 0.82259
H -5.77653 -2.69180 0.38302
H -5.08796 -0.53100 2.98691
H -6.08423 -1.60652 4.01169
H -6.63712 -1.10904 2.41470
H -2.77797 -2.08045 2.10202
C -3.47322 1.21892 -3.95137
C -3.22830 0.67996 -2.49297
C -3.49070 1.83475 -1.41701
C -4.11775 -0.55155 -2.17752
C -3.75881 -1.81417 -2.92312
C -2.31028 -2.16912 -2.55178
C -1.32021 -1.00940 -2.87399
C -0.00170 -1.24392 -2.20252
C -1.08058 -1.03690 -4.42314
N -1.86511 0.18879 -2.23743
O -1.00176 1.28361 -2.35436
H -4.45034 1.68448 -4.01339
H -2.72576 1.95753 -4.27305
H -3.34200 0.35137 -4.60418
H -2.54058 2.22151 -1.13143
H -4.17730 2.66904 -1.77501
H -3.93053 1.27140 -0.57771
H -4.11706 -0.78618 -1.13423
H -5.13553 -0.27513 -2.43101
H -4.49727 -2.59637 -2.65728
H -3.86164 -1.63067 -3.99131
H -1.99327 -3.06046 -3.11124
H -2.25267 -2.49025 -1.48017
H 0.24166 -2.24510 -2.42237
H -0.06209 -1.16401 -1.13064
H 0.80722 -0.54189 -2.60690
H -0.82471 -0.01504 -4.78292
H -1.82647 -1.45263 -5.05607
H -0.13144 -1.56089 -4.58764
H -0.46502 1.29015 -1.53254
C 6.15429 -3.46608 -0.89562
C 6.08211 -2.24680 -1.83267
C 7.30674 -2.32153 -2.69582
C 4.90765 -2.26642 -2.77660
C 3.61959 -1.92807 -2.18170
C 3.74134 -0.63160 -1.33967
C 4.93189 -0.59818 -0.41009
C 5.10481 0.92880 -0.06458
C 4.65173 -1.26048 0.94235
N 6.14191 -0.90611 -1.14094
O 7.18227 -0.88377 -0.19214
H 7.19734 -3.60051 -0.60071
H 5.52597 -3.37489 0.01133
H 5.82506 -4.37826 -1.41571
H 7.32370 -3.26275 -3.23181
H 7.15453 -1.49578 -3.40740
H 8.13439 -2.17502 -2.02402
H 5.10691 -1.54955 -3.62318
H 4.88305 -3.22949 -3.33031
H 2.79429 -1.81299 -2.90351
H 3.24542 -2.72010 -1.50481
H 2.84423 -0.47292 -0.72428
H 3.82589 0.27035 -1.96598
H 5.41141 1.48300 -0.99502
H 5.84865 1.09835 0.67093
H 4.13121 1.27999 0.17522
H 4.04736 -2.22115 0.91621
H 4.07362 -0.55297 1.55482
H 5.62031 -1.42656 1.43206
H 7.07479 -1.71486 0.38016
O 0.43112 0.97892 0.15452
C -0.17793 0.89735 1.42892
C -1.69702 0.77988 1.38520
O -2.18322 -0.34498 0.66983
H 1.16173 1.57333 0.25838
H 0.19989 -0.05982 1.88986
H 0.05270 1.78086 2.06469
H -2.18152 1.72641 1.09930
H -2.08242 0.65750 2.41466
H -1.89576 -0.34448 -0.27565
*
```

Computed properties:
Energy relative to the best compared isomer or geometry (same formula, charge and spin) = 12.7 kJ/mol
HOMO energy = -8.12 eV
Lowest unoccupied orbital energy = 0.5 eV
HOMO-LUMO gap = 8.662 eV
M = 691.10 g mol⁻¹
Calculated total energy = -2167.3142 Eh
Strongest force on any atom = 2.83 eV/A